No. 1
10
Properties=species:S:1:pos:R:3 method="wB97M-V/def2-TZVPD" e_tot_ha=-615.45282 orbital_gap_ev=7.962 homo_ev=-8.68 e_above_lowest_kcal_mol=64.5
C -0.23 -0.08 0.04
C -1.30 0.00 1.01
C -0.20 -1.05 -0.85
C 1.02 0.80 0.47
Cl -2.85 -0.11 0.36
H -1.11 -1.49 -1.24
H 0.80 -1.29 -1.31
H 1.52 0.60 1.42
H 0.52 1.72 0.45
H 1.83 0.89 -0.34



No. 2
72
Properties=species:S:1:pos:R:3 method="wB97M-V/def2-TZVPD" e_tot_ha=-4675.01507 charge=+1 orbital_gap_ev=7.135 homo_ev=-10.67 e_above_lowest_kcal_mol=10.1
Hf 0.20 0.35 0.86
O -2.75 0.10 -3.82
C -1.74 -0.74 -4.00
C -1.63 -1.38 -5.25
C -0.62 -2.27 -5.50
C 0.33 -2.56 -4.52
C 0.25 -1.94 -3.30
C -0.78 -1.03 -3.01
C -0.83 -0.46 -1.68
O 0.08 -0.77 -0.82
N -1.87 0.29 -1.35
N -1.85 0.72 -0.07
C -2.94 1.17 0.45
C -2.89 1.71 1.79
C -4.01 2.28 2.40
C -3.85 2.89 3.64
C -2.58 2.93 4.20
C -1.53 2.30 3.53
N -1.68 1.67 2.38
H -2.73 0.44 -2.90
H -2.38 -1.15 -5.99
H -0.56 -2.75 -6.46
H 1.12 -3.27 -4.72
H 0.97 -2.15 -2.52
H -3.88 1.18 -0.10
H -4.97 2.25 1.91
H -4.70 3.33 4.14
H -2.41 3.43 5.14
H -0.54 2.30 3.96
Br 0.62 6.02 -3.98
C 0.47 4.79 -2.55
C -0.56 4.95 -1.61
C -0.64 4.09 -0.54
C 0.27 3.03 -0.36
O 0.25 2.30 0.72
C 1.26 2.84 -1.37
C 2.20 1.78 -1.29
N 2.14 0.79 -0.45
C 3.11 -0.21 -0.54
C 4.15 -0.25 -1.46
C 5.13 -1.25 -1.43
C 5.11 -2.21 -0.46
C 4.05 -2.25 0.46
C 3.97 -3.25 1.45
C 2.90 -3.25 2.31
C 1.90 -2.29 2.13
N 1.93 -1.33 1.22
C 3.02 -1.27 0.41
C 1.36 3.75 -2.43
H -1.26 5.76 -1.72
H -1.41 4.23 0.21
H 3.00 1.85 -2.02
H 4.24 0.49 -2.24
H 5.92 -1.23 -2.17
H 5.90 -2.95 -0.40
H 4.76 -3.98 1.52
H 2.81 -3.97 3.10
H 1.03 -2.34 2.77
H 2.15 3.63 -3.16
O -0.17 -0.15 4.82
C -0.12 -0.29 3.62
O 0.63 0.34 2.79
C -1.00 -1.38 2.98
C -1.60 -2.35 3.77
C -2.33 -3.35 3.17
C -2.43 -3.36 1.78
C -1.80 -2.35 1.06
N -1.09 -1.38 1.64
H -1.48 -2.28 4.85
H -2.81 -4.12 3.75
H -2.99 -4.12 1.26
H -1.85 -2.33 -0.02